Formula: C37H75IInO8
Source: the Open Molecules 2025 dataset
Level of theory: wB97M-V/def2-TZVPD

Its charge is -1. The LUMO energy comes out at 2.09 eV. The calculation puts the total energy at -69234.4552 eV.

```
122
Properties=species:S:1:pos:R:3:forces:R:3
C 0.330141 2.411529 -1.951720 -0.02 0.18 0.01
C 1.239834 1.484129 -2.716164 0.59 -0.32 -0.24
O 2.421574 1.695001 -2.907694 -0.90 -0.01 0.38
O 0.683361 0.324085 -3.123397 0.47 0.29 -0.25
C -0.500140 0.385520 -3.962946 -0.30 0.03 -0.04
C -1.707892 -0.287231 -3.310112 0.23 0.35 -0.09
C -2.923650 0.626777 -3.085015 -0.14 0.16 -0.16
C -3.625277 0.434336 -1.728774 -0.24 -0.08 -0.16
C -3.280433 1.453675 -0.633086 0.04 0.01 -0.06
C -3.285641 0.788539 0.743473 0.07 0.17 -0.02
C -2.139958 -0.228507 0.929841 -0.12 -0.41 0.24
C -2.623186 -1.665465 1.295328 -0.09 0.22 -0.07
In -2.162710 -3.146414 -0.301315 0.07 0.02 0.11
C -1.052393 -4.970234 0.396331 0.07 -0.04 -0.16
C 0.000144 -5.479062 -0.605134 0.13 -0.28 0.05
C -0.547630 -5.437555 -2.022832 0.90 -0.54 2.31
I 0.704577 -6.505873 -3.420137 0.79 -0.61 0.43
H 0.921392 2.940776 -1.200573 -0.08 -0.03 -0.15
H -0.107633 3.153055 -2.632101 0.05 -0.13 0.13
H -0.473993 1.850719 -1.470410 0.17 0.09 -0.12
H -0.717947 1.430007 -4.224042 0.10 -0.16 0.01
H -0.207556 -0.142273 -4.877392 -0.01 0.17 0.13
H -1.985561 -1.121458 -3.951969 -0.05 -0.14 0.32
H -1.357140 -0.711856 -2.363285 -0.15 0.01 -0.24
H -3.658168 0.445665 -3.880570 0.19 0.09 0.04
H -2.611881 1.675750 -3.213061 -0.16 -0.07 0.13
H -4.711472 0.460810 -1.895025 0.14 -0.06 0.14
H -3.405250 -0.573623 -1.351119 -0.03 0.13 -0.13
H -3.999338 2.287126 -0.640206 0.11 -0.11 -0.12
H -2.298673 1.902599 -0.845912 -0.18 -0.11 0.20
H -3.257870 1.564250 1.522710 0.03 -0.19 -0.05
H -4.240827 0.258943 0.852807 0.04 0.15 0.03
H -1.536228 -0.268411 0.010776 -0.05 0.13 0.09
H -1.479811 0.127462 1.723170 0.04 0.08 -0.13
H -3.709371 -1.638137 1.457940 0.15 -0.10 0.02
H -2.187376 -1.978078 2.251507 0.01 -0.03 -0.11
H -3.628807 -3.642530 -1.208038 0.05 -0.05 0.04
H -1.057107 -2.285425 -1.413710 0.06 -0.25 0.19
H -1.760116 -5.786553 0.590676 0.01 0.12 0.07
H -0.544008 -4.737333 1.341601 -0.15 -0.05 -0.07
H 0.911741 -4.872425 -0.545642 -0.10 0.00 -0.07
H 0.304429 -6.515672 -0.388798 0.01 0.17 0.08
H -0.598095 -4.426254 -2.428794 0.07 -0.49 1.86
H -1.529574 -5.912650 -2.092591 1.58 -0.08 0.96
C 1.158838 3.602548 2.512253 -0.03 -0.01 0.03
C 1.597526 2.860104 3.775159 0.03 0.01 -0.04
C 0.310721 2.155082 4.181061 0.00 0.04 -0.02
O -0.385102 1.878622 2.963846 -0.08 0.04 0.09
C 0.207699 2.589194 1.882530 0.04 -0.02 0.01
H 1.981696 3.869980 1.849664 0.02 -0.01 0.01
H 0.621798 4.515875 2.778898 -0.01 -0.01 0.00
H 2.367439 2.126266 3.527244 -0.01 -0.01 0.01
H 1.984813 3.508606 4.560277 -0.01 0.02 0.00
H -0.308571 2.795915 4.818612 0.02 0.02 -0.01
H 0.494368 1.218073 4.703792 0.00 -0.01 -0.01
H 0.748926 1.881786 1.243212 0.00 0.01 -0.01
H -0.584657 3.047676 1.287204 -0.01 0.00 -0.01
C 5.178747 -1.309813 -1.903545 0.01 0.03 0.01
C 4.979930 -0.368983 -3.090809 0.01 -0.10 -0.04
C 5.996184 0.719564 -2.785936 -0.02 0.00 0.02
O 7.079071 0.081758 -2.093778 0.02 0.00 0.00
C 6.686434 -1.234555 -1.701002 -0.02 0.01 -0.01
H 4.826318 -2.324161 -2.084302 0.00 0.00 -0.02
H 4.655808 -0.921349 -1.027219 0.00 0.01 0.00
H 5.238747 -0.881210 -4.021683 0.02 0.00 0.02
H 3.968758 0.020000 -3.175818 0.01 0.00 0.00
H 5.561330 1.489665 -2.141073 -0.01 0.00 -0.01
H 6.393477 1.202464 -3.680183 0.01 0.00 0.01
H 7.206074 -1.967320 -2.330064 -0.01 0.00 0.00
H 6.992223 -1.393693 -0.665275 0.01 0.00 0.01
C -2.043154 3.316720 -8.157532 0.00 0.02 0.02
C -2.218287 4.359027 -7.052317 0.00 -0.01 -0.02
C -2.913781 3.540891 -5.970081 0.03 0.00 -0.03
O -2.432574 2.207611 -6.114738 -0.01 -0.08 0.05
C -1.727030 2.065834 -7.345848 0.00 0.04 0.00
H -1.257487 3.561235 -8.871113 0.01 0.02 0.00
H -2.978055 3.188118 -8.707301 0.00 -0.01 0.01
H -1.243173 4.702552 -6.700918 0.00 -0.01 0.01
H -2.798269 5.229561 -7.356167 0.00 0.00 -0.02
H -4.001366 3.547140 -6.102841 0.00 0.01 0.00
H -2.690553 3.885466 -4.959127 -0.01 -0.01 0.01
H -0.654048 1.988235 -7.138155 0.01 0.00 -0.01
H -2.050801 1.143189 -7.828631 0.00 -0.01 0.01
C 3.160524 -1.643569 6.632723 0.02 0.01 -0.02
C 4.373773 -0.991526 5.970741 -0.02 0.00 0.02
C 3.719238 0.141002 5.190982 -0.01 0.01 -0.05
O 2.573098 0.539762 5.948362 0.08 -0.04 0.07
C 2.306991 -0.426879 6.964168 0.00 0.02 0.02
H 3.406263 -2.234150 7.514238 0.01 0.00 0.01
H 2.641224 -2.288153 5.921596 0.00 0.01 -0.01
H 5.050765 -0.591567 6.729134 -0.01 0.01 0.00
H 4.938248 -1.666475 5.329603 -0.01 -0.01 -0.01
H 3.392700 -0.197656 4.202335 0.00 -0.01 0.00
H 4.368636 1.007948 5.061825 0.00 0.01 0.00
H 2.583857 -0.002432 7.937530 -0.01 -0.04 0.02
H 1.237792 -0.644385 6.973013 -0.01 0.02 -0.01
C 1.029395 2.824159 9.503146 -0.02 0.01 -0.01
C -0.383091 3.274538 9.875458 0.01 -0.02 -0.01
C -0.716506 4.211379 8.720186 0.02 -0.02 0.01
O -0.023850 3.703213 7.583749 0.03 0.05 -0.04
C 0.923173 2.711305 7.987157 -0.03 0.00 0.01
H 1.327650 1.886871 9.971637 -0.01 -0.01 0.01
H 1.756382 3.591308 9.778962 0.00 0.01 -0.01
H -1.062496 2.419802 9.878698 0.00 0.00 -0.01
H -0.447127 3.765828 10.845671 0.01 0.00 0.01
H -0.371294 5.231022 8.927796 0.00 0.00 0.01
H -1.782516 4.249272 8.492040 -0.01 0.00 0.00
H 0.555208 1.725736 7.686169 0.00 0.00 0.00
H 1.866392 2.889822 7.470930 -0.01 -0.01 -0.04
C -2.345209 -5.606150 -3.981100 -1.00 0.04 -0.67
C -3.625077 -5.122159 -4.664598 0.07 0.06 -0.09
C -3.510581 -3.613499 -4.478403 -0.16 0.04 0.10
O -2.116522 -3.321016 -4.497391 -0.04 0.06 -0.20
C -1.353463 -4.521051 -4.378976 -0.29 0.66 -0.99
H -2.025739 -6.599568 -4.295145 -0.13 0.07 -0.01
H -2.477673 -5.609284 -2.897502 -1.16 0.35 -1.27
H -3.613075 -5.380191 -5.727001 -0.01 0.00 -0.03
H -4.534941 -5.527368 -4.223114 0.01 -0.01 0.05
H -3.925386 -3.304477 -3.512822 0.03 -0.05 -0.02
H -4.000242 -3.039948 -5.268896 0.00 -0.01 -0.06
H -0.878060 -4.742580 -5.342182 -0.11 -0.06 -0.07
H -0.572959 -4.364291 -3.633605 -0.65 0.63 -2.30
```
Positions in Å, forces in eV/Å.